Entry 1:
An isolated molecule of C17H25N5O2 in a non-equilibrium geometry, computed with ωB97M-V/def2-TZVPD.

Structure (ORCA input):
```
! RIJCOSX wB97M-V def2-TZVPD def2/J DEFGRID3
* xyz 0 1
C 0.160 -6.802 -2.132
C -1.243 -6.482 -1.664
O -1.756 -5.390 -2.370
C -1.459 -4.133 -1.881
C -2.209 -3.044 -2.239
C -1.917 -1.758 -1.805
C -2.859 -0.572 -2.169
C -0.856 -1.585 -0.882
N -0.416 -0.341 -0.344
C -0.458 -0.090 1.100
C 0.714 0.817 1.585
N 1.007 1.978 0.695
C 1.279 3.249 1.215
N 1.832 4.165 0.463
O 1.994 5.305 1.337
C 1.546 4.868 2.565
C 1.613 5.729 3.800
C 0.264 6.421 3.971
N 1.017 3.663 2.508
C 1.089 1.639 -0.736
C 2.389 0.893 -1.026
C -0.133 0.791 -1.217
C -0.170 -2.752 -0.533
N -0.492 -3.959 -0.996
H 0.410 -7.795 -1.764
H 0.877 -6.046 -1.764
H 0.203 -6.830 -3.228
H -1.860 -7.362 -1.840
H -1.260 -6.299 -0.574
H -3.033 -3.243 -2.922
H -2.803 0.211 -1.395
H -2.670 -0.115 -3.140
H -3.868 -0.957 -2.153
H -1.405 0.407 1.369
H -0.442 -1.077 1.635
H 1.626 0.176 1.629
H 0.407 1.165 2.578
H 1.872 5.193 4.706
H 2.401 6.459 3.626
H -0.523 5.707 4.080
H 0.247 7.018 4.830
H 0.032 7.051 3.115
H 1.068 2.511 -1.370
H 3.239 1.402 -0.551
H 2.594 0.857 -2.118
H 2.297 -0.162 -0.655
H -0.001 0.467 -2.265
H -1.019 1.400 -1.221
H 0.676 -2.747 0.147
*
```

Properties
LUMO energy = 0.8 eV
Orbital gap = 8.586 eV

Entry 2:
A cluster of 11 separate species, C50H109N3O8 in total in a non-equilibrium geometry, computed with ωB97M-V/def2-TZVPD.

Structure (ORCA input):
```
! RIJCOSX wB97M-V def2-TZVPD def2/J DEFGRID3
* xyz 0 1
C 6.556 9.998 -4.565
C 6.110 8.808 -5.342
N 5.941 7.624 -4.446
C 5.987 6.361 -5.263
C 7.415 6.100 -5.750
C 4.765 7.716 -3.489
C 4.685 6.547 -2.579
H 6.798 10.843 -5.209
H 7.454 9.674 -4.040
H 5.769 10.362 -3.904
H 5.204 8.963 -5.927
H 6.862 8.623 -6.110
H 5.515 5.532 -4.735
H 5.406 6.496 -6.175
H 8.147 6.341 -4.978
H 7.793 5.123 -6.051
H 7.631 6.725 -6.617
H 3.875 7.958 -4.069
H 5.004 8.526 -2.800
H 4.180 5.722 -3.081
H 4.114 6.778 -1.680
H 5.653 6.117 -2.321
C -6.439 -5.844 0.760
C -5.340 -6.506 1.517
N -5.573 -6.396 2.954
C -5.230 -4.958 3.334
C -6.519 -4.268 3.746
C -4.843 -7.363 3.785
C -5.234 -7.412 5.214
H -7.364 -6.117 1.268
H -6.546 -6.256 -0.243
H -6.338 -4.761 0.691
H -5.340 -7.502 1.075
H -4.390 -6.045 1.246
H -4.468 -4.869 4.109
H -4.769 -4.432 2.498
H -6.912 -4.729 4.652
H -6.237 -3.232 3.932
H -7.171 -4.291 2.873
H -3.754 -7.346 3.739
H -5.122 -8.347 3.409
H -6.314 -7.531 5.305
H -4.932 -6.443 5.611
H -4.770 -8.171 5.844
C 0.660 2.407 0.837
C -0.315 1.200 1.146
N 0.278 -0.053 0.652
C -0.698 -1.205 0.824
C -0.394 -2.284 -0.186
C 1.681 -0.281 1.083
C 1.723 -0.724 2.599
H 0.042 3.301 0.918
H 1.108 2.355 -0.155
H 1.441 2.489 1.593
H -0.610 1.243 2.194
H -1.216 1.395 0.565
H -0.718 -1.613 1.834
H -1.723 -0.858 0.692
H -0.238 -1.996 -1.226
H 0.493 -2.833 0.129
H -1.236 -2.976 -0.186
H 2.393 0.515 0.867
H 2.177 -1.106 0.570
H 2.691 -0.816 3.090
H 1.218 -1.670 2.796
H 1.178 -0.011 3.218
C 1.337 -6.237 -6.416
C 2.655 -6.284 -7.031
C 2.339 -5.834 -8.565
O 1.270 -4.885 -8.468
C 0.651 -4.976 -7.093
H 1.302 -6.256 -5.326
H 0.778 -7.107 -6.763
H 3.194 -7.225 -6.921
H 3.236 -5.459 -6.618
H 1.981 -6.706 -9.112
H 3.103 -5.373 -9.190
H -0.361 -5.304 -7.334
H 0.694 -4.158 -6.374
C -5.980 0.916 1.391
C -6.152 0.487 -0.013
C -7.645 0.271 -0.264
O -8.200 0.372 1.044
C -7.404 1.165 1.934
H -5.257 1.727 1.475
H -5.444 0.223 2.040
H -5.602 -0.407 -0.307
H -5.876 1.259 -0.731
H -7.918 -0.627 -0.817
H -8.095 1.139 -0.747
H -7.360 0.908 2.992
H -7.674 2.216 1.830
C 3.556 -2.190 8.647
C 2.270 -2.907 8.438
C 1.333 -2.263 9.445
O 1.675 -0.878 9.311
C 3.020 -0.754 8.902
H 4.149 -2.187 7.732
H 4.135 -2.534 9.504
H 2.262 -3.981 8.629
H 1.921 -2.774 7.414
H 1.571 -2.723 10.404
H 0.291 -2.387 9.149
H 3.563 -0.254 9.703
H 2.962 -0.217 7.955
C -2.815 2.674 9.062
C -3.777 1.601 9.611
C -4.269 0.844 8.395
O -3.571 1.437 7.339
C -2.340 2.023 7.800
H -1.877 2.938 9.551
H -3.344 3.587 8.789
H -4.611 1.955 10.217
H -3.139 1.002 10.260
H -5.355 0.812 8.305
H -3.956 -0.195 8.502
H -1.939 2.616 6.978
H -1.489 1.353 7.918
C -6.192 -1.189 -5.582
C -7.559 -1.356 -6.220
C -7.947 -2.863 -5.904
O -6.850 -3.294 -5.081
C -5.644 -2.570 -5.388
H -6.259 -0.749 -4.587
H -5.633 -0.427 -6.125
H -7.443 -1.250 -7.299
H -8.275 -0.592 -5.919
H -7.905 -3.460 -6.815
H -8.885 -2.962 -5.356
H -5.126 -2.952 -6.268
H -4.925 -2.559 -4.569
C 6.663 3.785 3.711
C 7.733 4.508 4.595
C 8.995 3.800 4.325
O 8.873 3.411 2.986
C 7.572 3.593 2.426
H 5.693 4.204 3.441
H 6.328 2.806 4.054
H 7.467 4.599 5.648
H 7.798 5.524 4.206
H 9.031 2.972 5.033
H 9.883 4.432 4.357
H 7.178 2.798 1.793
H 7.546 4.467 1.774
C 4.264 -1.166 -3.521
C 5.067 -2.297 -3.007
C 6.056 -1.562 -2.067
O 5.785 -0.133 -2.079
C 5.075 0.126 -3.246
H 3.357 -1.083 -2.921
H 3.941 -1.285 -4.555
H 5.463 -2.690 -3.943
H 4.610 -3.133 -2.477
H 7.100 -1.871 -2.111
H 5.764 -1.822 -1.049
H 5.848 0.278 -4.000
H 4.387 0.965 -3.143
C -1.445 1.869 -4.354
C -1.209 1.370 -5.729
C -1.153 2.641 -6.564
O -1.558 3.751 -5.815
C -2.157 3.219 -4.614
H -0.475 2.015 -3.879
H -2.191 1.239 -3.869
H -1.972 0.718 -6.153
H -0.291 0.786 -5.783
H -1.805 2.460 -7.419
H -0.154 2.940 -6.882
H -3.194 3.040 -4.899
H -2.216 3.910 -3.774
*
```

Properties
LUMO energy = 0.1 eV
Orbital gap = 8.302 eV

Entry 3:
A structure of composition C5H11O4Ru in a non-equilibrium geometry, computed with ωB97M-V/def2-TZVPD.

Structure (ORCA input):
```
! RIJCOSX wB97M-V def2-TZVPD def2/J DEFGRID3
* xyz 1 7
C 2.422 -6.295 1.715
O 2.593 -5.753 2.999
H 2.703 -7.355 1.767
H 1.383 -6.210 1.360
H 3.072 -5.784 0.981
O 0.457 -2.509 -1.635
C 1.359 -1.763 -2.198
C 2.948 -2.561 -1.789
O 2.856 -2.851 -0.525
C 2.507 -4.304 3.087
C 1.087 -3.761 2.984
O 0.567 -3.727 1.705
Ru 1.052 -3.311 0.022
H 1.595 -0.799 -1.713
H 1.383 -1.735 -3.301
H 3.684 -1.794 -2.082
H 2.844 -3.392 -2.508
H 2.913 -4.054 4.080
H 3.218 -3.898 2.342
H 1.104 -2.753 3.453
H 0.448 -4.375 3.653
*
```

Properties
⟨S²⟩ = 12.016
LUMO energy (alpha / beta) = -3.2 / -7.7 eV
Orbital gap (alpha / beta) = 9.837 / 5.511 eV

Entry 4:
A structure of composition C25H21Br2ClN2NbO10 in a non-equilibrium geometry, computed with ωB97M-V/def2-TZVPD.

Structure (ORCA input):
```
! RIJCOSX wB97M-V def2-TZVPD def2/J DEFGRID3
* xyz -1 1
Nb 11.254 11.106 7.180
O 14.701 8.646 6.879
C 14.145 9.687 7.101
O 12.858 9.941 6.697
C 14.861 10.984 7.677
C 14.569 12.252 6.797
C 15.542 13.352 7.216
C 14.858 13.939 8.459
C 13.720 12.973 8.735
O 13.181 12.748 7.330
C 14.335 11.546 9.054
C 13.200 10.684 9.662
O 13.363 10.108 10.730
O 12.049 10.808 8.982
H 15.930 10.790 7.788
H 14.438 12.105 5.697
H 16.572 12.865 7.367
H 15.699 14.079 6.437
H 15.573 13.952 9.279
H 14.443 14.922 8.357
H 12.973 13.241 9.520
H 15.123 11.634 9.843
Br 10.839 15.335 10.004
C 9.419 14.739 8.929
C 8.228 15.428 8.797
C 7.216 14.957 7.949
Br 5.627 15.865 7.846
C 7.470 13.832 7.132
C 6.570 13.347 6.075
C 6.840 12.213 5.351
C 8.058 11.551 5.598
N 8.952 11.999 6.498
C 8.675 13.107 7.251
C 9.684 13.546 8.168
O 10.819 12.920 8.228
H 8.047 16.302 9.456
H 5.647 13.911 5.922
H 6.129 11.823 4.623
H 8.382 10.634 5.127
O 10.462 12.269 3.067
Cl 11.545 12.727 3.935
O 12.903 12.510 3.444
O 11.430 11.952 5.272
O 11.346 14.105 4.241
C 11.205 7.869 5.178
C 9.822 7.721 5.765
C 8.923 6.762 5.270
C 7.737 6.548 5.924
C 7.405 7.231 7.105
C 8.282 8.157 7.680
C 8.106 8.736 9.073
C 9.443 8.515 6.905
N 10.095 9.628 7.216
H 11.287 7.079 4.398
H 11.999 7.683 5.904
H 11.366 8.857 4.717
H 9.151 6.313 4.327
H 6.986 5.851 5.560
H 6.484 6.968 7.585
H 7.045 8.976 9.338
H 8.703 9.654 9.179
H 8.443 7.997 9.840
*
```

Properties
LUMO energy (alpha / beta) = 1.8 / 1.8 eV
Orbital gap (alpha / beta) = 6.504 / 6.506 eV

Entry 5:
A cluster of 2 separate species, C3H9NS2 in total in a non-equilibrium geometry, computed with ωB97M-V/def2-TZVPD.

Structure (ORCA input):
```
! RIJCOSX wB97M-V def2-TZVPD def2/J DEFGRID3
* xyz 1 2
C -1.515 1.206 -1.189
S -1.985 0.102 0.200
S -0.767 -1.495 -0.096
H -2.325 1.900 -1.263
H -0.496 1.523 -0.996
H -1.488 0.605 -2.101
H -0.223 -1.552 1.136
C 1.782 1.198 1.262
C 2.091 0.493 0.137
N 3.347 0.109 -0.176
H 2.632 1.416 1.900
H 0.780 1.509 1.503
H 1.319 0.239 -0.580
H 3.816 -0.417 0.563
H 3.396 -0.505 -0.982
*
```

Properties
⟨S²⟩ = 0.762
LUMO energy (alpha / beta) = -3.8 / -8.1 eV
Orbital gap (alpha / beta) = 8.646 / 3.903 eV

Entry 6:
The ion C5H7O3 with charge -1 in a non-equilibrium geometry, computed with ωB97M-V/def2-TZVPD.

Structure (ORCA input):
```
! RIJCOSX wB97M-V def2-TZVPD def2/J DEFGRID3
* xyz -1 1
O -2.385 1.107 -1.935
C -1.437 0.764 -1.275
C -1.433 0.520 0.205
C -0.029 0.279 0.787
C 0.707 -0.935 0.190
C 2.252 -0.709 -0.005
O 2.719 -1.137 -1.075
O 2.774 -0.182 0.995
H -0.446 0.682 -1.761
H -1.786 1.471 0.633
H -2.139 -0.204 0.614
H 0.602 1.162 0.659
H -0.154 0.192 1.869
H 0.602 -1.821 0.823
H 0.153 -1.190 -0.724
*
```

Properties
LUMO energy = 3.6 eV
Orbital gap = 7.734 eV

Entry 7:
A structure of composition C26H33N4O2PtS, computed with ωB97M-V/def2-TZVPD.

Structure (ORCA input):
```
! RIJCOSX wB97M-V def2-TZVPD def2/J DEFGRID3
* xyz 3 1
Pt 1.314 -0.376 -1.555
C -1.249 -2.229 -2.077
O 0.053 -2.015 -1.429
C 0.432 -2.861 -0.416
C -0.256 -4.002 -0.084
C 0.229 -4.783 0.964
C 1.392 -4.449 1.673
C 2.092 -3.325 1.336
C 1.613 -2.497 0.292
N 2.227 -1.344 -0.106
N 3.390 -1.103 0.401
C 4.104 -0.010 0.071
C 3.602 1.189 -0.737
O 2.505 1.193 -1.333
C 4.375 2.387 -0.770
C 5.609 2.407 -0.236
C 6.187 1.246 0.422
C 7.461 1.297 0.922
C 8.019 0.169 1.566
C 7.292 -1.002 1.716
C 5.999 -1.064 1.236
C 5.417 0.051 0.572
H -1.171 -3.098 -2.725
H -1.445 -1.323 -2.635
H -1.997 -2.358 -1.300
H -1.147 -4.308 -0.612
H -0.313 -5.681 1.232
H 1.728 -5.086 2.480
H 2.991 -3.037 1.860
H 3.945 3.237 -1.282
H 6.213 3.304 -0.300
H 8.048 2.202 0.830
H 9.031 0.230 1.949
H 7.731 -1.858 2.209
H 5.425 -1.972 1.348
C -0.865 2.850 -6.810
C -1.806 1.993 -7.655
C -1.622 0.482 -7.515
C -2.159 -0.134 -6.228
N -1.397 0.272 -5.023
C -0.266 -0.179 -4.524
S 0.457 0.871 -3.298
N 0.378 -1.279 -4.885
C 0.066 -2.295 -5.913
C 1.287 -3.181 -6.113
C 2.485 -2.457 -6.727
C 2.206 -1.898 -8.120
H -0.898 3.887 -7.138
H 0.170 2.510 -6.904
H -1.125 2.859 -5.748
H -1.653 2.243 -8.705
H -2.847 2.253 -7.440
H -0.561 0.228 -7.624
H -2.144 -0.021 -8.333
H -2.175 -1.218 -6.280
H -3.183 0.189 -6.043
H -1.715 1.131 -4.596
H 1.302 -1.362 -4.487
H -0.187 -1.796 -6.846
H -0.793 -2.885 -5.589
H 0.985 -4.004 -6.763
H 1.562 -3.639 -5.154
H 3.319 -3.159 -6.769
H 2.820 -1.644 -6.070
H 1.700 -2.636 -8.744
H 3.133 -1.627 -8.621
H 1.586 -1.000 -8.089
*
```

Properties
LUMO energy (alpha / beta) = -12.6 / -12.7 eV
Orbital gap (alpha / beta) = 4.544 / 4.537 eV

Entry 8:
A structure of composition C44H49CdNP2 in a non-equilibrium geometry, computed with ωB97M-V/def2-TZVPD.

Structure (ORCA input):
```
! RIJCOSX wB97M-V def2-TZVPD def2/J DEFGRID3
* xyz 0 1
Cd -0.125 -4.461 2.002
C 4.536 -3.264 0.641
C 4.020 -2.028 0.569
C 3.870 -1.126 -0.620
C 2.591 -1.252 -1.481
C 2.246 -2.614 -2.013
C 3.053 -3.674 -2.111
C 4.541 -3.716 -1.913
C 5.000 -4.129 -0.489
C -1.893 -4.183 0.820
H 4.721 -3.701 1.638
H 3.661 -1.579 1.505
H 4.748 -1.167 -1.273
H 3.834 -0.107 -0.188
H 1.740 -0.907 -0.873
H 2.659 -0.522 -2.310
H 1.184 -2.731 -2.262
H 2.630 -4.639 -2.417
H 5.025 -2.768 -2.176
H 4.937 -4.492 -2.594
H 4.689 -5.171 -0.294
H 6.104 -4.157 -0.497
H -2.712 -4.895 0.975
H -1.588 -4.251 -0.237
H -2.270 -3.170 1.010
P -2.446 4.653 0.448
P -4.056 3.434 -1.962
C -2.000 5.106 -1.248
C -2.702 4.589 -2.284
C -2.361 6.310 1.244
C -1.626 7.387 0.730
C -1.547 8.594 1.434
C -2.250 8.750 2.633
C -3.055 7.706 3.115
C -3.124 6.497 2.419
C -0.887 3.813 0.978
C -0.648 2.536 0.431
C 0.507 1.841 0.780
C 1.435 2.411 1.658
C 1.201 3.684 2.187
C 0.029 4.378 1.872
C -5.317 4.255 -3.072
C -5.831 5.497 -2.648
C -6.723 6.205 -3.458
C -7.105 5.682 -4.700
C -6.603 4.448 -5.126
C -5.729 3.725 -4.302
C -3.523 2.031 -3.006
C -4.198 0.814 -2.794
C -3.911 -0.285 -3.605
C -2.932 -0.182 -4.602
C -2.241 1.015 -4.785
C -2.510 2.118 -3.968
H -1.153 5.786 -1.406
H -2.507 4.875 -3.330
H -1.102 7.308 -0.219
H -0.933 9.406 1.039
H -2.177 9.686 3.190
H -3.628 7.836 4.038
H -3.759 5.687 2.780
H -1.372 2.106 -0.268
H 0.682 0.846 0.366
H 2.338 1.861 1.926
H 1.930 4.142 2.852
H -0.165 5.359 2.310
H -5.511 5.916 -1.691
H -7.117 7.167 -3.123
H -7.799 6.236 -5.336
H -6.885 4.041 -6.098
H -5.351 2.758 -4.640
H -4.949 0.747 -2.004
H -4.456 -1.215 -3.457
H -2.706 -1.047 -5.231
H -1.484 1.105 -5.565
H -1.939 3.035 -4.093
C 4.951 -5.803 3.864
N 3.855 -5.291 4.623
C 4.174 -4.420 5.711
C 2.466 -5.507 4.343
C 2.250 -6.350 3.114
C 2.854 -7.620 3.096
C 3.015 -8.312 1.901
C 2.539 -7.722 0.733
C 1.805 -6.515 0.779
C 1.561 -5.885 1.995
H 5.866 -5.485 4.385
H 4.991 -5.422 2.827
H 4.964 -6.902 3.814
H 4.370 -3.391 5.360
H 3.331 -4.396 6.417
H 5.085 -4.785 6.208
H 2.017 -5.982 5.241
H 1.959 -4.528 4.244
H 3.277 -8.034 4.018
H 3.524 -9.283 1.891
H 2.719 -8.209 -0.224
H 1.421 -6.105 -0.163
*
```

Properties
LUMO energy = 0.0 eV
Orbital gap = 7.456 eV

Per-record energy above the lowest of the compared OMol25 structures with the same formula, charge and spin, kcal per mole: 77.6 86.6 29.8 18.1 28.2 6.4 0.0 0.0
Per-record total energy, Ha: -1086.99123 -2736.27242 -592.43497 -7492.35538 -970.48519 -420.49142 -1896.52057 -2611.03583